[1]
This record from OMol25 describes C38H38AsI2NPPmS as an isolated structure. The level of theory is ωB97M-V/def2-TZVPD.

```
83
Properties=species:S:1:pos:R:3:forces:R:3
H -3.341 -0.658 3.464 0.0 0.0 0.0
C 0.978 5.355 1.111 -0.1 0.0 0.1
H -5.811 3.083 -3.793 0.0 0.0 0.0
C -2.187 -2.705 1.317 -0.2 0.0 -0.1
H -3.471 6.614 -3.171 0.0 0.0 0.0
C 0.947 -0.365 5.428 0.0 0.0 0.0
H -5.000 -2.356 -1.206 0.0 0.0 0.0
H 0.360 2.902 3.455 0.0 0.0 0.0
H -0.819 5.758 2.231 0.0 0.0 0.0
H 2.585 4.751 -0.171 -0.1 0.0 0.0
H -0.984 3.087 -4.114 0.0 0.0 0.0
H -3.714 2.348 4.006 -0.1 0.1 0.1
H -1.581 -0.865 3.319 0.0 0.0 0.0
Pm -0.249 0.090 0.335 0.2 -0.2 -0.3
C 1.978 -2.630 4.196 0.0 -0.1 0.3
H -6.467 -3.619 0.875 0.0 0.0 0.0
C 0.386 0.770 6.071 0.1 -0.2 0.0
H -2.197 4.201 0.920 0.0 0.0 0.0
C 0.805 -2.950 -1.016 0.1 0.0 0.0
C -3.627 5.552 -3.024 0.1 -0.1 0.1
H -5.466 5.513 -4.129 0.0 0.0 0.0
I 1.496 -2.228 1.241 -0.1 -0.1 0.1
As -2.335 1.341 2.212 -0.4 -0.5 0.2
H -5.777 -4.801 -0.231 0.0 0.0 0.0
C -2.697 4.813 -2.299 -0.1 0.1 -0.1
C -2.379 -0.148 3.500 0.0 0.1 0.0
C -3.299 -3.518 1.458 0.1 -0.1 0.1
C -3.101 -1.688 -0.518 0.3 0.1 -0.1
C 0.129 1.902 5.362 0.0 0.1 -0.2
H -2.049 2.969 4.130 0.0 0.0 0.0
H 0.171 -2.258 -1.576 -0.1 0.0 -0.1
H 1.652 -3.196 -1.655 0.1 0.1 0.0
C 1.694 -1.553 3.401 0.0 0.1 0.2
C -4.227 -2.470 -0.455 -0.1 -0.1 -0.1
C -4.107 1.159 1.394 0.0 0.1 0.1
H -4.381 2.131 0.981 0.0 0.0 0.0
C -0.372 5.193 1.421 0.1 0.0 0.0
H -0.287 2.774 5.856 0.0 0.0 0.0
C -2.882 3.447 -2.104 0.0 -0.1 -0.1
C 0.465 1.966 3.992 0.0 0.2 0.2
C 1.796 -2.615 5.603 0.1 -0.1 -0.2
C 1.062 0.026 -2.939 0.1 0.0 -0.2
C -5.594 -4.249 0.693 0.1 0.0 0.0
C -4.745 4.934 -3.564 0.0 0.0 0.0
C 1.535 4.637 0.068 0.0 -0.1 0.0
H -1.336 -2.814 1.976 0.0 0.0 0.0
H -1.823 5.304 -1.888 0.0 0.0 0.0
C -0.587 3.569 -0.360 -0.3 0.2 -0.1
H -4.108 0.438 0.582 0.0 -0.1 0.0
H 0.185 0.720 7.137 0.0 0.0 -0.1
C 1.226 -0.343 4.026 0.0 -0.1 -0.2
C 1.249 0.537 -4.220 -0.1 0.0 0.0
C -1.142 4.306 0.691 0.0 0.0 0.0
C -0.408 2.227 -3.790 0.1 0.0 -0.1
H 1.588 6.043 1.684 0.0 0.0 0.0
H -2.209 0.268 4.493 0.0 0.0 0.0
C -4.016 2.835 -2.644 0.0 0.1 0.0
H -3.316 -4.254 2.253 0.0 0.0 0.0
P -1.671 2.384 -1.246 0.2 0.1 0.1
H -3.154 3.629 2.905 0.0 0.0 0.0
H -2.977 -0.961 -1.315 0.0 0.1 0.0
C 0.507 1.632 -4.652 0.0 0.0 0.1
H 1.052 -1.506 7.263 0.0 0.0 -0.1
I -0.318 -4.770 -0.971 -0.1 -0.1 0.1
S 1.722 1.238 1.707 -0.2 0.0 0.2
H 1.971 0.077 -4.886 0.0 0.0 0.0
C -4.939 3.571 -3.375 0.1 0.0 0.1
C -0.569 1.705 -2.511 -0.2 -0.1 -0.3
C 1.253 -1.521 6.196 -0.1 0.2 0.0
C -4.356 -3.404 0.571 -0.2 -0.1 0.0
C 0.756 3.746 -0.664 0.1 0.1 -0.1
H 1.649 -0.838 -2.642 0.0 0.0 0.0
H 0.642 2.022 -5.653 0.0 0.0 0.0
C 0.131 0.576 -2.053 0.1 0.1 0.4
N -2.091 -1.775 0.362 0.0 0.2 0.2
H -5.512 -4.965 1.510 0.0 0.0 0.0
C 1.034 0.908 3.327 0.2 -0.3 0.0
C -2.863 2.735 3.451 0.1 0.2 0.0
H 2.051 -3.488 6.194 0.0 0.0 -0.1
H 1.204 3.182 -1.471 0.0 0.0 0.0
H -4.837 0.869 2.150 0.0 0.0 0.0
H 2.319 -3.555 3.736 0.0 0.0 0.0
H -4.175 1.772 -2.495 0.0 0.0 0.0
```
Forces are in eV/Å.

2S+1 = 5
HOMO level (alpha / beta) = -6.6480 / -6.6496 eV
Total charge = 0
ΔE to the lowest compared entry with this formula, charge and spin = 6.2 kJ/mol

---

[2]
This record from OMol25 describes a 2-piece molecular cluster, C30H43 overall. The level of theory is ωB97M-V/def2-TZVPD.

```
73
Properties=species:S:1:pos:R:3:forces:R:3
C 0.473 -1.525 2.352 0.3 0.2 0.3
H -2.337 1.522 -3.034 -0.2 0.5 0.4
H 0.606 3.160 -1.932 0.0 0.1 -0.4
C 2.160 0.013 0.937 -0.2 0.4 -0.5
H -3.701 -1.273 1.214 0.4 0.0 0.1
C -4.400 1.504 -2.263 -0.6 -0.1 -0.1
C -2.273 -2.648 -3.601 -0.1 0.1 -0.3
H 1.800 -4.088 -0.192 -0.2 -0.1 0.1
H 2.705 -0.930 -2.361 -0.2 0.0 0.6
H 0.637 -3.556 1.819 -0.2 0.3 -0.1
H -0.157 -4.050 -2.621 -0.3 0.1 0.2
H 0.001 4.671 -0.429 -0.2 0.0 0.2
C 4.171 -0.019 -0.381 0.1 0.4 0.4
H 1.418 1.017 3.498 0.0 0.2 -0.1
H -1.361 6.098 1.857 0.0 -0.4 0.1
C 4.049 1.349 1.602 0.2 0.0 -0.3
H -3.455 -1.597 -1.349 0.3 0.0 0.0
C -2.520 -2.123 -1.130 0.5 -0.1 -0.3
H -3.360 -2.535 -3.702 0.2 -0.1 0.0
H 0.914 -5.301 -1.112 0.0 0.1 0.1
C 1.881 1.726 2.800 0.0 -0.1 0.6
H -0.180 -1.015 3.091 0.2 -0.4 -0.3
H 0.278 0.340 1.706 -0.8 1.1 -0.7
C 2.144 -1.050 -1.415 0.0 -0.4 0.0
H 1.390 -1.770 2.910 -0.2 0.0 -0.2
C 4.810 0.777 0.579 -0.2 -0.3 0.0
C 2.708 1.020 1.763 0.2 -0.7 -0.4
H -4.509 0.478 -2.653 0.2 0.6 0.1
H 4.763 -0.392 -1.221 -0.2 0.1 0.1
H 2.073 -2.129 -1.221 -0.2 0.2 -0.1
C -2.748 3.302 -1.855 -1.0 0.6 -0.6
C -1.089 -3.444 2.978 0.0 0.0 0.0
H 1.127 -0.666 -1.577 0.2 -0.2 0.0
H -4.604 1.503 -1.178 0.0 -0.1 -0.4
C 0.774 -0.480 1.239 -0.4 -0.2 -0.1
C -1.412 3.654 -1.635 0.8 -1.2 1.0
C -1.661 4.264 0.809 0.2 -0.1 -0.5
H -2.574 -0.044 0.626 0.1 -0.4 0.1
H 2.527 2.374 3.401 -0.1 0.0 -0.1
H 6.515 1.405 -0.526 0.2 0.0 0.3
C -0.190 -2.839 1.903 0.2 -1.0 -0.9
C 6.289 1.003 0.472 0.2 0.2 -0.1
H -1.312 -4.487 2.731 -0.2 0.2 0.0
H -2.566 3.648 0.893 0.1 0.5 0.1
C -2.627 -1.054 1.077 -0.4 0.3 0.4
H -5.167 2.152 -2.717 0.0 -0.2 0.1
C -0.311 -3.665 -0.517 0.3 0.3 0.1
H 0.280 -0.795 0.309 0.0 0.3 0.4
H 1.075 2.354 2.377 0.3 -0.3 0.0
H -1.812 -1.761 -4.063 -0.1 -0.2 0.0
C -1.843 -2.769 -2.168 0.0 -0.2 0.3
C 2.822 -0.343 -0.265 0.4 0.0 0.6
H 6.855 0.063 0.582 -0.2 0.4 0.0
C -0.871 -2.861 0.500 -0.1 0.4 0.3
H 0.716 -5.231 0.628 0.0 0.2 -0.1
H -3.508 4.011 -1.448 0.4 -1.2 0.1
C -0.307 3.200 -2.537 0.4 0.2 0.7
H -0.176 3.925 -3.349 0.0 -0.2 0.0
C -1.994 -2.069 0.166 0.4 -0.3 -0.3
C -1.001 4.239 -0.384 0.3 0.8 -0.4
H -0.466 2.193 -2.925 -0.1 0.3 -0.2
H -1.954 -3.524 -4.186 -0.2 0.3 0.2
H -1.693 4.694 2.924 0.2 0.2 -0.3
H -0.077 4.907 2.175 -0.5 0.0 -0.2
H 6.621 1.719 1.236 0.1 -0.2 -0.3
C -1.165 5.023 2.016 -0.1 -0.4 0.0
H 4.508 2.061 2.289 0.0 -0.1 -0.2
H -0.575 -3.455 3.941 0.0 0.1 0.0
C -0.723 -3.532 -1.841 -0.3 0.1 0.2
H -2.154 -0.991 2.061 -0.1 -0.1 -0.2
H -2.016 -2.877 3.073 0.0 -0.2 0.1
C -3.074 2.126 -2.483 0.2 0.0 0.5
C 0.836 -4.611 -0.266 0.3 -0.3 -0.2
```
Forces are in eV/Å.

HOMO level = -10.2171 eV
Total charge = +1
ΔE to the lowest compared entry with this formula, charge and spin = 145.5 kJ/mol

---

[3]
This record from OMol25 describes C32H37FN4O3PTl as an isolated structure. The level of theory is ωB97M-V/def2-TZVPD.

```
79
Properties=species:S:1:pos:R:3:forces:R:3
C 12.243 -12.164 12.491 2.1 -0.4 0.1
H 18.637 -16.304 7.790 -0.1 -0.3 0.3
H 6.719 -12.713 9.614 -0.4 0.0 0.0
C 14.086 -8.919 12.159 -0.8 0.4 -2.1
Tl 13.977 -13.762 9.833 -0.8 1.2 0.4
C 9.870 -12.800 7.297 -0.5 0.0 1.3
C 8.822 -12.397 9.450 0.0 0.9 2.1
H 12.315 -15.280 2.233 0.0 0.3 -0.2
C 13.264 -8.266 11.222 -0.8 -0.6 0.2
C 15.609 -16.423 8.539 -1.1 0.0 0.8
C 11.036 -13.360 4.750 -0.2 0.2 -1.5
H 10.929 -10.564 5.855 1.0 -1.0 0.5
O 15.161 -14.419 12.113 0.3 0.4 -0.9
C 11.642 -10.058 11.356 0.3 -0.1 0.8
H 15.855 -11.170 7.671 0.5 -0.6 0.3
H 14.694 -17.695 12.175 -0.1 0.4 -0.1
H 15.664 -13.820 14.400 -0.3 -0.9 0.5
C 14.791 -14.461 14.677 0.3 1.7 -0.9
H 10.904 -13.643 0.909 -0.1 -0.2 -1.2
C 10.054 -12.642 4.018 0.5 0.4 0.6
C 14.026 -16.845 14.578 2.0 1.5 -0.3
H 14.331 -17.770 14.116 -0.4 -0.3 -0.1
H 11.284 -12.557 12.402 -1.5 -0.6 -0.2
H 15.878 -8.730 8.128 -0.8 0.0 -0.6
H 11.346 -8.363 10.162 0.6 0.3 0.5
H 8.971 -12.057 10.532 -0.5 -0.6 -1.6
H 8.573 -13.450 5.740 -0.4 -0.1 0.5
H 17.730 -16.663 6.278 0.1 0.1 0.8
C 14.491 -17.204 9.292 -0.5 1.4 -0.8
C 16.859 -18.525 7.955 -0.1 0.7 -0.2
H 16.536 -19.060 8.823 -0.8 -0.2 0.4
H 14.615 -18.270 9.408 0.3 -0.3 0.2
C 10.114 -12.678 2.621 -0.7 -0.5 0.7
C 9.950 -12.389 8.678 -0.7 -0.7 -2.3
C 10.907 -13.610 1.960 0.8 -0.5 1.8
C 13.782 -10.217 12.472 -0.9 -0.3 -0.1
N 14.795 -15.695 13.913 -1.1 -1.5 0.0
N 11.729 -11.155 6.176 -1.7 -0.8 -0.7
H 9.311 -11.978 4.574 1.2 -0.8 -1.1
H 12.603 -14.795 4.680 0.1 0.0 -0.3
C 12.812 -9.055 6.713 -2.2 -1.1 -1.1
H 11.843 -8.581 6.514 0.6 0.2 0.0
H 14.685 -14.568 15.756 0.2 -0.4 -0.2
H 10.607 -10.386 11.249 0.3 -0.1 -0.4
H 13.961 -7.306 7.312 -0.4 -1.2 -0.1
N 16.639 -17.072 8.032 1.3 -1.3 -0.1
H 17.925 -18.672 7.991 0.4 0.0 -0.4
H 16.440 -18.914 7.014 0.2 -0.1 0.4
H 13.991 -13.826 14.298 -0.4 0.0 0.3
F 13.589 -7.108 10.564 0.5 0.3 0.5
C 15.051 -16.774 11.693 0.1 -0.7 -1.7
C 11.761 -14.471 2.699 -0.5 0.8 -0.4
C 15.005 -9.166 7.598 1.3 -1.4 0.6
C 7.557 -12.724 8.944 0.9 0.0 -0.6
H 14.986 -8.472 12.481 1.0 0.4 0.3
H 13.020 -12.777 12.963 -0.5 0.3 0.1
H 9.430 -12.042 2.081 0.0 0.1 -0.3
H 14.471 -10.806 13.025 0.6 -0.3 0.7
C 14.964 -15.530 12.551 -0.2 -0.7 2.2
C 15.007 -10.576 7.437 -2.5 2.7 -1.3
H 16.167 -16.976 11.472 -1.6 0.6 -0.2
C 8.609 -13.159 6.792 0.2 0.5 0.3
H 14.420 -16.845 15.583 0.2 -0.2 0.3
O 15.480 -15.199 8.432 0.3 -0.8 0.0
C 11.904 -14.244 4.058 -1.2 0.2 0.9
C 7.440 -13.059 7.596 0.2 -0.6 -0.1
C 12.545 -10.853 12.125 -0.1 0.2 -0.3
H 12.962 -16.694 14.699 -0.3 0.1 -0.7
C 12.840 -10.463 6.532 1.9 0.4 1.7
H 10.870 -12.034 9.072 0.8 0.1 0.4
C 13.896 -8.419 7.181 1.9 1.6 1.1
C 17.648 -16.314 7.337 -0.2 0.7 -1.7
P 11.497 -12.920 6.436 -0.2 1.6 0.4
H 13.603 -17.033 8.634 0.5 -0.3 0.5
H 17.272 -15.299 7.296 0.3 0.2 -0.1
H 6.448 -13.332 7.189 0.8 0.2 0.2
C 12.042 -8.832 10.878 -0.6 0.2 -0.6
O 14.173 -16.519 10.493 1.4 -0.6 1.5
N 13.932 -11.172 6.865 0.4 -0.4 0.2
```
Forces are in eV/Å.

HOMO level = -3.9489 eV
Total charge = 0
ΔE to the lowest compared entry with this formula, charge and spin = 122.7 kJ/mol

---

[4]
This record from OMol25 describes an isolated molecule of C5H7N3O. The level of theory is ωB97M-V/def2-TZVPD.

```
16
Properties=species:S:1:pos:R:3:forces:R:3
H 2.173 -0.898 -0.746 -1.2 0.4 0.6
N -0.057 1.557 -0.729 -0.1 -0.4 0.5
C -2.077 0.354 -0.206 -0.1 1.6 0.7
N 0.765 -1.799 0.518 0.2 -0.2 0.6
H 1.765 0.352 1.993 -1.1 0.3 1.0
N -0.482 -1.719 0.495 -0.3 0.8 -0.4
C 0.233 0.226 -0.443 -0.7 -0.1 0.9
O -1.506 1.612 -0.782 -0.6 -0.7 0.2
H 3.085 -0.548 1.375 -0.4 0.6 -0.3
H -2.815 -0.046 -0.897 -0.2 0.1 0.1
C 1.427 -0.565 0.048 0.0 0.2 -1.9
H -2.496 0.616 0.797 -0.2 -0.2 -0.8
C -0.877 -0.440 -0.050 3.0 -1.2 -0.4
C 2.264 0.149 1.090 1.4 -1.2 0.0
H 0.239 1.944 -1.611 0.2 -0.2 -0.3
H 2.694 1.077 0.726 0.0 0.0 -0.3
```
Forces are in eV/Å.

HOMO level = -8.3745 eV
Total charge = 0
SMILES string = C[C@H]1N=NC2=C1NOC2
ΔE to the lowest compared entry with this formula, charge and spin = 417.2 kJ/mol

---

F_max, respectively: 0.012; 0.035; 0.076; 0.063 Eh/bohr.